Molecular formula: C3H11NO2
Method: DFT, ωB97M-V/def2-TZVPD

Geometry as XYZ:
```
17
Properties=species:S:1:pos:R:3
C -0.303 1.736 1.941
C -0.458 0.439 1.676
C -0.768 -0.021 0.265
N -0.280 -0.598 2.592
H -0.105 1.986 2.981
H -0.383 2.515 1.204
H -0.029 -0.630 -0.244
H -0.989 0.845 -0.370
H -1.761 -0.486 0.283
H -1.028 -1.238 2.788
H 0.320 -0.360 3.363
O 3.022 -3.468 -1.964
H 2.434 -2.743 -1.744
H 3.605 -3.630 -1.221
O -1.453 1.725 -3.946
H -0.793 2.127 -4.522
H -1.032 1.800 -3.082
```

Calculated values
ΔE to the lowest compared entry with this formula, charge and spin: 81.6 kJ/mol
HOMO level: -8.6 eV
Max |F|: 1.71 eV/A
SMILES: C=C(C)N.O.O
LUMO: 0.55 eV

Need the Mulliken charges? In units of e they are: -0.96 0.66 -0.74 -0.47 0.24 0.28 0.21 0.08 0.29 0.20 0.21 -0.65 0.33 0.32 -0.63 0.33 0.30